This record from the OMol25 dataset describes a single C4H6N4 molecule at a distorted geometry. The level of theory is ωB97M-V/def2-TZVPD.

SMILES	[H]/N=C/n1ccnc1N
energy relative to the best compared isomer or geometry (same formula, charge and spin)	4.232	eV
LUMO energy	0.013	Eh
largest force on an atom	0.100	hartree/bohr
HOMO-LUMO gap	9.04	eV

ORCA input file:
```
! RIJCOSX wB97M-V def2-TZVPD def2/J DEFGRID3
* xyz 0 1
H -3.2846 0.0357 0.0932
N -2.4109 -0.3816 -0.1425
C -1.5457 0.5047 -0.0403
N -0.2690 -0.1070 -0.1196
C 0.0288 -1.5227 -0.1670
C 1.3444 -1.5383 -0.0167
N 2.0238 -0.3163 -0.0808
C 0.9467 0.4992 -0.2580
N 0.8696 1.8744 -0.0801
H -1.5287 1.6753 0.4265
H -0.7370 -2.3769 -0.1890
H 1.7347 -2.5321 0.5197
H 1.2536 2.0845 1.0918
H 1.5743 2.1011 -1.0373
*
```

***

This record from the OMol25 dataset describes a gas-phase ion, C38H38N5O3S (charge +1) at a distorted geometry. The level of theory is ωB97M-V/def2-TZVPD.

energy relative to the best compared isomer or geometry (same formula, charge and spin)	1.345	eV
LUMO energy	-0.132	Eh
largest force on an atom	0.079	hartree/bohr
HOMO-LUMO gap	6.85	eV

ORCA input file:
```
! RIJCOSX wB97M-V def2-TZVPD def2/J DEFGRID3
* xyz 1 1
C -4.1370 -1.2272 2.5869
N -3.8860 -0.0734 1.7439
C -3.6080 1.1484 2.3041
O -3.6533 1.4293 3.4873
C -3.2582 2.0915 1.1393
C -1.9319 2.8203 1.3338
C -1.9329 3.8447 2.4462
C -0.8448 3.9183 3.3240
C -0.8366 4.8674 4.3493
C -1.9053 5.7675 4.4811
C -2.9857 5.6999 3.5948
C -2.9903 4.7557 2.5629
N -3.2363 1.1960 -0.0257
C -3.0110 1.7126 -1.2886
C -2.5579 1.0943 -2.4085
C -2.6176 1.6543 -3.9034
C -2.3323 0.3786 -4.7670
C -2.7193 -0.9366 -4.4085
C -2.3375 -2.0673 -5.1886
N -2.5836 -3.4196 -4.7609
O -2.2175 -4.3267 -5.5591
O -3.1378 -3.6530 -3.6605
C -1.6962 -1.8757 -6.4314
C -1.2516 -0.5902 -6.7519
C -1.5753 0.5018 -5.9298
C -3.4117 -0.2107 0.3730
C -2.0741 -0.9575 0.3447
C -4.4334 -0.9357 -0.5015
H -4.5191 -0.9033 3.5547
H -4.8745 -1.8747 2.1066
H -3.2273 -1.8207 2.7513
H -4.1100 2.7906 1.0059
H -1.1566 2.0601 1.5330
H -1.6700 3.3168 0.3829
H -0.0231 3.2050 3.2033
H 0.0020 4.8975 5.0475
H -1.8974 6.5161 5.2776
H -3.8390 6.3739 3.7019
H -3.8083 4.7195 1.8381
H -3.2412 2.7855 -1.3179
H -2.3731 0.0283 -2.3671
H -3.5973 2.1297 -4.0281
H -3.3637 -1.1615 -3.5681
H -1.5834 -2.7412 -7.0961
H -0.6272 -0.4587 -7.6377
H -1.2058 1.4860 -6.2156
H -1.3111 -0.3878 0.8900
H -2.1932 -1.9423 0.8125
H -1.7522 -1.0910 -0.6921
H -5.3935 -0.4057 -0.4547
H -4.0811 -0.9568 -1.5369
H -4.5524 -1.9622 -0.1371
C -3.8009 6.3195 -0.7949
C -2.4846 5.9563 -0.5208
C -1.7879 5.1276 -1.4007
C -2.3645 4.5928 -2.5835
C -1.3833 3.8536 -3.5368
C -0.6066 4.9357 -4.3696
C -0.4079 4.6270 -5.8367
N -1.6546 4.1594 -6.4145
C -2.0513 4.4439 -7.7585
C -3.2226 3.7743 -8.0719
C -3.6514 3.8186 -9.4148
C -2.9256 4.5213 -10.4019
C -1.7464 5.1910 -10.0582
C -1.3156 5.1781 -8.7167
S -3.8285 2.9192 -6.5922
C -2.3490 3.2195 -5.7307
N -1.8848 2.7595 -4.4457
C -3.6848 4.9884 -2.8792
C -4.3921 5.7968 -1.9454
H -4.3314 6.9905 -0.1083
H -1.9712 6.3486 0.3576
H -0.7170 4.9892 -1.2138
H -0.6259 3.4079 -2.8679
H -1.1149 5.9119 -4.2442
H 0.4084 5.0151 -3.9477
H -0.0841 5.4713 -6.4454
H 0.3407 3.8311 -5.9365
H -4.5610 3.2935 -9.7157
H -3.2666 4.5671 -11.4404
H -1.1556 5.7084 -10.8281
H -0.4192 5.7522 -8.4430
H -4.1222 4.7587 -3.8642
H -5.4241 6.1019 -2.1345
*
```

***

This record from the OMol25 dataset describes 18 unconnected molecules or ions with the total composition C2H45BO19P at a distorted geometry. The level of theory is ωB97M-V/def2-TZVPD.

energy relative to the best compared isomer or geometry (same formula, charge and spin)	1.299	eV
LUMO energy	0.057	Eh
largest force on an atom	0.037	hartree/bohr
HOMO-LUMO gap	3.88	eV

ORCA input file:
```
! RIJCOSX wB97M-V def2-TZVPD def2/J DEFGRID3
* xyz -1 1
C -0.7128 -1.4012 1.5805
P -0.5653 0.4632 2.0334
C -1.5520 1.0281 0.4690
B -0.7038 1.0120 -0.8717
O 0.5633 1.6198 -1.0569
O -1.2667 0.3561 -2.0273
H 0.1183 -1.9279 2.1179
H -1.6495 -1.8541 1.9860
H -0.5586 -1.6194 0.4914
H 0.7135 0.5751 1.3397
H -0.4815 1.8378 2.5238
H -1.8411 0.3527 2.7516
H 0.1653 0.0634 3.2329
H -2.5162 0.4747 0.3308
H -1.8567 2.0905 0.6462
H 1.2514 0.9654 -0.9393
H -1.8043 -0.3792 -1.7319
O 0.5090 4.5840 -0.7389
H 0.3576 3.6345 -0.6117
H 1.2609 4.7795 -0.1691
O -2.5639 -0.8635 -4.6433
H -3.4535 -0.5983 -4.3894
H -2.0209 -0.5950 -3.8917
O -0.4446 -2.9763 -1.4591
H -0.1952 -3.8241 -1.0818
H 0.1711 -2.8565 -2.1914
O 2.2053 -2.1838 -2.7690
H 2.7034 -1.3627 -2.8158
H 2.4974 -2.6815 -3.5409
O -3.4097 -0.6692 4.4123
H -4.1023 -1.3282 4.3159
H -3.7883 -0.0228 5.0096
O -5.9684 0.0312 5.0874
H -6.3729 -0.0422 4.2169
H -6.4420 -0.6139 5.6199
O 4.7270 -3.7505 -4.0551
H 4.6070 -4.7053 -3.9963
H 5.4745 -3.5704 -3.4755
O 0.9534 1.7821 4.5186
H 1.3319 2.6032 4.1929
H 0.6690 1.9941 5.4153
O 2.4167 -0.9020 0.4203
H 2.0211 -1.3360 -0.3449
H 2.3227 -1.5464 1.1275
O 2.7498 6.4603 0.9917
H 3.1258 7.1305 0.4092
H 2.0156 6.9075 1.4210
O 3.9968 8.6083 -0.8176
H 4.5238 9.4036 -0.9286
H 4.2717 8.0389 -1.5436
O 0.5278 3.2821 7.3826
H -0.3461 3.5496 7.6816
H 1.1117 3.5388 8.1012
O 1.1827 -4.5958 -4.4202
H 1.4453 -4.5830 -5.3456
H 0.3804 -4.0572 -4.3968
O 7.1898 -4.3722 -5.6179
H 6.2914 -4.1663 -5.3167
H 7.7502 -4.1406 -4.8729
O -0.8344 -5.7285 -2.4518
H -0.5803 -6.5750 -2.0738
H -0.2206 -5.5905 -3.1791
O -5.5973 -1.8735 2.5972
H -5.0471 -1.0836 2.4896
H -5.3504 -2.4304 1.8537
O -4.0351 1.5879 -3.0920
H -4.2404 2.4270 -2.6727
H -3.0809 1.6252 -3.2372
*
```

***

This record from the OMol25 dataset describes a single H2IOPS2 molecule at a distorted geometry. The level of theory is ωB97M-V/def2-TZVPD.

SMILES	O[P@@](=S)(S)I
energy relative to the best compared isomer or geometry (same formula, charge and spin)	0.744	eV
LUMO energy	-0.057	Eh
largest force on an atom	0.045	hartree/bohr
HOMO-LUMO gap	7.83	eV

ORCA input file:
```
! RIJCOSX wB97M-V def2-TZVPD def2/J DEFGRID3
* xyz 0 1
O 0.2497 1.3006 -0.7933
P 0.5752 -0.0987 -0.1125
S 2.4934 -0.2714 0.3269
S -1.3383 -0.0597 1.3598
I -0.1693 -1.5792 -1.9573
H -0.5265 1.7891 -1.1172
H -1.2844 -1.0807 2.2937
*
```

***

This record from the OMol25 dataset describes a gas-phase ion, C12H16NO (charge +1) at a distorted geometry. The level of theory is ωB97M-V/def2-TZVPD.

energy relative to the best compared isomer or geometry (same formula, charge and spin)	0.000	eV
LUMO energy (alpha / beta)	-0.099 / -0.236	Eh
largest force on an atom	0.078	hartree/bohr
HOMO-LUMO gap (alpha / beta)	6.11 / 6.78	eV

ORCA input file:
```
! RIJCOSX wB97M-V def2-TZVPD def2/J DEFGRID3
* xyz 1 3
C -3.6713 0.4185 0.2427
C -3.0597 -0.0118 -0.9573
C -2.9242 0.4741 1.4280
C -1.7324 -0.1952 -0.9943
C -1.5886 0.1809 1.3910
C -0.9494 0.0581 0.1329
C 1.6091 1.4722 -1.7801
C 1.4926 1.3799 -0.4748
C 1.5926 -2.1836 -0.0769
C 1.1721 -1.8304 1.3506
C 0.5086 -0.0351 0.1711
C 2.0373 2.2932 0.5201
N 0.8837 -1.1400 -0.8577
O 1.1618 -0.4382 1.3370
H -4.6624 0.5876 0.3782
H -3.5123 -0.4136 -1.8686
H -3.2440 0.8283 2.4115
H -1.3640 -0.4726 -1.9935
H -0.8126 0.2298 2.1927
H 2.3216 2.0444 -2.3033
H 1.0398 0.8151 -2.3804
H 2.6169 -2.1168 -0.3658
H 1.1889 -3.1672 -0.4272
H 0.2029 -2.1639 1.4836
H 1.8456 -2.1710 2.1038
H 1.9778 3.2887 -0.0119
H 1.5852 2.3985 1.5200
H 3.0454 2.0318 0.5877
H 1.3217 -0.6886 -1.6097
H -0.0830 -1.4730 -1.1494
*
```

***

This record from the OMol25 dataset describes 5 unconnected molecules or ions with the total composition C2H12O5 at a distorted geometry. The level of theory is ωB97M-V/def2-TZVPD.

SMILES	CC=O.O.O.O.O
energy relative to the best compared isomer or geometry (same formula, charge and spin)	1.054	eV
LUMO energy	0.016	Eh
largest force on an atom	0.061	hartree/bohr
HOMO-LUMO gap	10.03	eV

ORCA input file:
```
! RIJCOSX wB97M-V def2-TZVPD def2/J DEFGRID3
* xyz 0 1
C -2.0862 0.5810 -2.9241
C -1.2913 -0.2451 -1.8985
O -1.1164 -1.4227 -2.0779
H -2.0697 0.0395 -3.8688
H -3.1456 0.6233 -2.6628
H -1.6696 1.5801 -3.0200
H -0.4966 0.2763 -1.3387
O 2.9789 3.1398 2.0275
H 2.6033 2.9811 1.1526
H 2.3512 3.7910 2.3875
O 2.4013 -3.6687 1.6115
H 2.2149 -3.2071 2.4220
H 1.8901 -4.4715 1.7880
O -0.5010 -1.4641 0.8973
H -0.3841 -2.3641 0.5628
H 0.3005 -0.9590 0.6870
O -0.3911 1.5526 1.1832
H -0.6871 0.8988 1.8138
H -0.9014 2.3387 1.2575
*
```